## one
# C20H56N4O6

A cluster of 6 separate species, C20H56N4O6 in total (wB97M-V/def2-TZVPD, the Open Molecules 2025 dataset).

Structure (XYZ):
```
86
Properties=species:S:1:pos:R:3:lowdin_charge:R:1
C -1.377 -4.972 0.490 -0.074
O -0.074 -4.687 -0.007 -0.189
C 0.665 -3.791 0.783 -0.240
C 2.046 -3.568 0.202 -0.445
C 2.741 -4.945 0.084 -0.050
N 2.839 -2.633 1.009 0.057
H -1.669 -5.999 0.287 0.090
H -2.013 -4.229 0.005 0.066
H -1.420 -4.841 1.577 0.090
H 0.166 -2.810 0.825 0.124
H 0.685 -4.172 1.814 0.130
H 1.814 -3.233 -0.818 0.134
H 3.726 -4.862 -0.375 0.076
H 2.135 -5.558 -0.584 0.076
H 2.786 -5.388 1.080 0.084
H 3.807 -2.646 0.714 0.089
H 2.758 -3.148 1.886 0.084
C 3.464 0.666 3.038 -0.132
O 4.769 0.941 3.460 -0.168
C 4.977 1.455 4.755 -0.199
C 4.207 0.729 5.843 -0.450
C 4.542 1.229 7.220 -0.092
N 4.582 -0.700 5.869 0.044
H 3.515 0.207 2.051 0.072
H 2.779 1.512 2.918 0.086
H 2.883 -0.064 3.612 0.078
H 6.052 1.408 4.930 0.131
H 4.726 2.523 4.767 0.128
H 3.127 0.863 5.715 0.129
H 4.033 0.757 8.067 0.076
H 4.242 2.272 7.394 0.080
H 5.602 1.202 7.481 0.082
H 4.214 -1.211 6.654 0.065
H 4.397 -1.170 4.994 0.058
C -1.628 2.274 -4.097 -0.112
O -1.886 1.815 -5.410 -0.203
C -3.197 2.193 -5.830 -0.211
C -3.510 1.356 -7.049 -0.397
C -2.473 1.671 -8.150 -0.079
N -4.819 1.747 -7.614 0.018
H -2.177 1.620 -3.406 0.086
H -1.944 3.314 -3.998 0.089
H -0.614 2.113 -3.734 0.067
H -3.961 2.029 -5.058 0.125
H -3.131 3.283 -5.936 0.131
H -3.537 0.284 -6.882 0.142
H -2.619 0.987 -8.992 0.073
H -1.427 1.644 -7.838 0.070
H -2.586 2.639 -8.649 0.073
H -4.779 2.584 -8.181 0.062
H -5.155 1.051 -8.270 0.065
C -3.032 -1.620 -0.364 -0.118
O -4.071 -0.805 0.096 -0.174
C -3.704 0.427 0.668 -0.215
C -2.915 0.388 1.978 -0.436
C -3.675 -0.171 3.151 -0.072
N -2.579 1.800 2.297 0.036
H -3.454 -2.384 -1.026 0.088
H -2.597 -2.215 0.446 0.067
H -2.328 -1.058 -0.986 0.089
H -3.079 1.035 -0.001 0.117
H -4.653 0.951 0.807 0.129
H -1.953 -0.103 1.810 0.129
H -3.852 -1.245 3.023 0.074
H -4.639 0.319 3.302 0.080
H -3.155 -0.082 4.105 0.073
H -1.821 2.078 1.669 0.010
H -3.405 2.355 2.086 0.068
C -0.657 4.085 0.563 -0.092
C 0.432 3.031 0.402 -0.258
O -0.201 1.754 0.701 -0.139
H -1.574 3.784 0.053 0.072
H -0.305 5.070 0.255 0.074
H -1.006 4.204 1.591 0.072
H 1.213 3.143 1.154 0.108
H 0.796 2.994 -0.625 0.108
H 0.448 1.068 0.487 0.047
C 0.793 -0.259 -2.423 -0.071
C 2.118 -0.091 -1.659 -0.333
O 1.957 -0.059 -0.287 -0.088
H 0.384 -1.199 -2.039 0.066
H 0.910 -0.357 -3.506 0.080
H 0.059 0.544 -2.352 0.044
H 2.669 0.739 -2.121 0.114
H 2.802 -0.909 -1.948 0.111
H 1.788 -0.951 0.048 0.049
```

## Properties
Orbital gap (eV): 9.3
Net charge: 0
Structure (SMILES): COC[C@H](C)N.COC[C@H](C)N.COC[C@H](C)N.COC[C@H](C)N.CCO.CCO



## two
# C20H56N4O6

A cluster of 6 separate species, C20H56N4O6 in total (wB97M-V/def2-TZVPD, the Open Molecules 2025 dataset).

Structure (XYZ):
```
86
Properties=species:S:1:pos:R:3:lowdin_charge:R:1
C 3.653 -6.291 24.863 -0.060
O 3.071 -5.521 23.745 -0.187
C 2.462 -4.350 24.186 -0.250
C 1.875 -3.529 23.042 -0.406
C 2.781 -2.676 22.193 -0.063
N 0.840 -2.589 23.498 0.034
H 3.832 -7.317 24.542 0.084
H 2.951 -6.297 25.696 0.077
H 4.555 -5.779 25.198 0.083
H 1.676 -4.677 24.867 0.113
H 3.030 -3.784 24.924 0.123
H 1.374 -4.235 22.380 0.137
H 3.691 -3.249 22.014 0.075
H 3.180 -1.772 22.653 0.086
H 2.258 -2.496 21.253 0.064
H 0.513 -2.066 22.698 0.009
H 1.221 -1.940 24.172 0.066
C -6.021 -3.570 19.338 -0.119
O -5.317 -2.736 20.194 -0.194
C -4.125 -3.275 20.702 -0.171
C -3.072 -3.592 19.587 -0.403
C -1.925 -4.370 20.150 -0.071
N -2.540 -2.364 18.969 0.063
H -5.494 -3.720 18.396 0.082
H -6.830 -2.908 19.028 0.094
H -6.423 -4.492 19.758 0.098
H -3.830 -2.514 21.424 0.131
H -4.269 -4.200 21.260 0.127
H -3.581 -4.179 18.823 0.118
H -1.462 -3.831 20.976 0.070
H -1.095 -4.587 19.477 0.085
H -2.197 -5.364 20.505 0.086
H -3.214 -1.616 19.058 0.031
H -2.176 -2.436 18.029 0.092
C 0.229 3.221 19.542 -0.140
O 1.401 3.697 19.012 -0.205
C 2.618 3.067 19.452 -0.162
C 3.827 3.922 18.918 -0.403
C 5.188 3.212 19.105 -0.074
N 3.923 5.303 19.462 0.037
H 0.112 3.574 20.567 0.092
H 0.077 2.149 19.414 0.074
H -0.443 3.789 18.899 0.091
H 2.589 2.962 20.536 0.121
H 2.621 2.057 19.040 0.108
H 3.747 3.947 17.832 0.129
H 5.978 3.751 18.581 0.074
H 5.155 2.233 18.627 0.064
H 5.333 3.043 20.172 0.074
H 3.691 5.231 20.442 0.061
H 3.152 5.869 19.136 0.059
C -4.616 4.200 19.228 -0.139
O -3.721 3.244 19.636 -0.172
C -3.324 2.412 18.592 -0.218
C -4.355 1.291 18.259 -0.408
C -4.735 0.411 19.436 -0.043
N -3.930 0.558 17.057 0.056
H -5.623 3.786 19.262 0.084
H -4.432 4.587 18.225 0.094
H -4.683 5.042 19.916 0.091
H -3.005 2.997 17.729 0.121
H -2.406 1.997 19.007 0.105
H -5.259 1.862 18.049 0.123
H -5.038 1.019 20.289 0.090
H -3.899 -0.137 19.871 0.046
H -5.494 -0.328 19.183 0.080
H -3.257 -0.130 17.363 0.043
H -3.356 1.177 16.502 0.062
C 3.158 -1.715 18.226 -0.072
C 1.681 -1.414 18.492 -0.285
O 1.543 -0.450 19.563 -0.117
H 3.227 -2.315 17.319 0.070
H 3.774 -2.167 19.003 0.068
H 3.671 -0.777 18.012 0.065
H 1.058 -2.241 18.832 0.097
H 1.143 -1.050 17.617 0.103
H 0.786 -0.741 20.075 0.007
C -0.060 0.407 22.336 -0.059
C -1.097 -0.273 21.432 -0.286
O -0.679 -1.593 21.124 -0.138
H -0.084 -0.070 23.315 0.067
H -0.117 1.490 22.444 0.076
H 0.945 0.231 21.952 0.066
H -1.174 0.176 20.442 0.092
H -2.094 -0.229 21.869 0.112
H -1.339 -2.018 20.572 0.019
```

## Properties
Orbital gap (eV): 9.1
Net charge: 0
Structure (SMILES): COC[C@H](C)N.COC[C@H](C)N.COC[C@H](C)N.COC[C@H](C)N.CCO.CCO



Which of them is the most stable, and which is the least stable? one and two, in that order.



## one
# C4H9N2O

The ion C4H9N2O with charge +1 (wB97M-V/def2-TZVPD, the Open Molecules 2025 dataset).

Structure (XYZ):
```
16
Properties=species:S:1:pos:R:3:lowdin_charge:R:1
C 1.035 -0.343 1.324 -0.224
C -0.131 -0.887 0.702 -0.131
C 0.041 -0.977 -0.844 -0.254
C -0.879 1.388 -0.292 0.071
N 1.803 0.375 0.663 0.178
N -0.992 -0.115 -0.168 0.009
O -0.281 -2.006 -1.595 0.135
H 1.121 -0.606 2.281 0.089
H -0.559 -1.736 1.214 0.167
H 0.748 -0.297 -1.284 0.160
H 0.085 1.637 -0.135 0.039
H -1.147 1.703 -1.266 0.106
H -1.409 1.822 0.568 0.128
H 2.657 0.602 1.233 0.136
H -1.929 -0.631 -0.342 0.243
H -0.526 -2.750 -1.012 0.150
```

## Properties
Orbital gap (spin up / spin down) (eV): 7.7 / 6.8
Spin multiplicity: 3
Net charge: +1
<S²>: 2.01



## two
# C4H9N2O

The ion C4H9N2O with charge +1 (wB97M-V/def2-TZVPD, the Open Molecules 2025 dataset).

Structure (XYZ):
```
16
Properties=species:S:1:pos:R:3:lowdin_charge:R:1
C -1.432 0.431 -0.308 0.012
C -0.150 -0.345 -0.758 -0.089
C 1.624 0.359 0.481 -0.017
C 0.282 -1.367 1.463 0.004
N -1.767 1.502 -0.919 0.171
N 0.690 -0.469 0.385 -0.280
O -0.893 1.951 -1.902 0.075
H -2.134 -0.142 0.317 0.160
H -0.529 -1.438 -1.092 0.204
H 0.463 0.142 -1.554 0.134
H 2.177 0.516 1.391 0.088
H 1.858 0.901 -0.437 0.083
H -0.642 -1.649 1.045 0.061
H 0.887 -2.267 1.624 0.107
H 0.514 -0.968 2.505 0.136
H -0.947 2.844 -2.243 0.149
```

## Properties
Orbital gap (spin up / spin down) (eV): 5.5 / 5.5
Spin multiplicity: 3
Net charge: +1
<S²>: 2.02



Which of them is the most stable, and which is the least stable? one and two, in that order.



## one
# C5H17N3O

A cluster of 3 separate species, C5H17N3O in total (wB97M-V/def2-TZVPD, the Open Molecules 2025 dataset).

Structure (XYZ):
```
26
Properties=species:S:1:pos:R:3:lowdin_charge:R:1
C -2.377 -1.659 0.278 -0.102
C -1.806 -0.323 0.728 -0.275
N -1.441 0.538 -0.400 -0.326
N -2.603 0.839 -1.156 0.023
N -0.791 1.742 0.019 0.030
H -3.296 -1.507 -0.283 0.059
H -2.595 -2.286 1.144 0.070
H -1.672 -2.180 -0.370 0.056
H -0.892 -0.472 1.307 0.101
H -2.531 0.192 1.385 0.108
H -3.174 1.538 -0.670 0.073
H -2.290 1.261 -2.024 0.072
H -1.216 2.105 0.878 0.069
H 0.183 1.513 0.212 0.032
C 1.655 -0.576 -1.407 -0.001
C 1.532 -1.687 -0.601 -0.107
H 0.797 0.042 -1.632 0.057
H 2.602 -0.309 -1.858 0.079
H 0.540 -1.979 -0.286 0.039
H 2.290 -2.461 -0.635 0.064
C 3.077 1.271 0.990 -0.177
O 1.947 0.573 0.529 -0.308
H 4.020 0.825 0.646 0.074
H 3.088 1.317 2.087 0.072
H 3.026 2.302 0.629 0.078
H 1.925 -0.619 0.491 0.137
```

## Properties
Orbital gap (eV): 9.6
Net charge: 0
Structure (SMILES): CCN(N)N.C=C.CO



## two
# C5H17N3O

A cluster of 2 separate species, C5H17N3O in total (wB97M-V/def2-TZVPD, the Open Molecules 2025 dataset).

Structure (XYZ):
```
26
Properties=species:S:1:pos:R:3:lowdin_charge:R:1
C 1.983 -0.609 2.718 -0.070
C 1.349 -0.927 1.361 -0.423
N 1.585 0.130 0.370 0.019
C -0.173 -1.128 1.502 -0.250
O -0.842 0.085 1.762 -0.096
H 1.877 -1.452 3.398 0.074
H 1.483 0.252 3.162 0.078
H 3.044 -0.382 2.611 0.070
H 1.779 -1.852 0.961 0.135
H 2.582 0.244 0.213 0.084
H 1.244 1.004 0.764 0.087
H -0.361 -1.803 2.342 0.117
H -0.564 -1.586 0.588 0.110
H -1.113 0.444 0.891 0.027
C -2.631 -0.062 -1.332 -0.122
N -1.483 0.750 -0.891 -0.167
N -0.418 0.265 -1.754 -0.197
C -0.021 1.198 -2.799 -0.118
H -3.205 -0.374 -0.452 0.061
H -3.279 0.455 -2.046 0.051
H -1.809 -0.754 -1.962 0.141
H -1.643 1.746 -1.039 0.109
H 0.386 0.051 -1.143 0.056
H 0.245 2.190 -2.406 0.071
H -0.855 1.324 -3.495 0.075
H 0.839 0.791 -3.323 0.077
```

## Properties
Orbital gap (eV): 9.6
Net charge: 0
Structure (SMILES): C[C@H](N)CO.CNNC



Which of them is the most stable, and which is the least stable? two and one, in that order.



## one
# C15H18N2O2

An isolated molecule of C15H18N2O2 (wB97M-V/def2-TZVPD, the Open Molecules 2025 dataset).

Structure (XYZ):
```
37
Properties=species:S:1:pos:R:3:lowdin_charge:R:1
C 2.493 -1.804 1.054 -0.076
C 2.964 -0.829 -0.023 -0.141
C 3.510 0.442 0.561 -0.487
O 4.659 0.795 0.502 0.138
O 2.546 1.170 1.208 -0.032
C 2.262 2.444 0.603 -0.160
C 0.797 2.728 0.863 -0.118
C -0.075 1.677 0.229 -0.209
C -0.706 0.698 1.030 0.019
C -1.449 -0.314 0.507 -0.177
C -2.100 -1.350 1.376 -0.196
C -3.639 -1.384 1.293 -0.091
C -1.575 -0.391 -0.902 -0.169
N -2.269 -1.424 -1.452 0.146
C -2.347 -1.446 -2.749 -0.109
C -1.746 -0.454 -3.568 -0.116
N -1.068 0.540 -3.075 0.128
C -0.962 0.589 -1.718 -0.206
C -0.217 1.621 -1.126 0.020
H 1.614 -1.432 1.577 0.066
H 3.283 -2.005 1.776 0.082
H 2.227 -2.753 0.591 0.075
H 3.753 -1.270 -0.629 0.119
H 2.120 -0.585 -0.672 0.116
H 2.920 3.202 1.025 0.129
H 2.441 2.383 -0.473 0.130
H 0.635 2.749 1.941 0.120
H 0.541 3.715 0.475 0.126
H -0.579 0.757 2.105 0.125
H -1.691 -2.322 1.102 0.110
H -1.791 -1.158 2.404 0.103
H -4.001 -0.620 0.606 0.069
H -3.983 -2.344 0.921 0.066
H -4.077 -1.200 2.271 0.065
H -2.891 -2.261 -3.215 0.104
H -1.845 -0.519 -4.645 0.104
H 0.245 2.354 -1.775 0.127
```

## Properties
Orbital gap (eV): 8.8
Net charge: 0
Structure (SMILES): CCC(=O)OCCc1cc(CC)c2nccnc2c1



## two
# C15H18N2O2

An isolated molecule of C15H18N2O2 (wB97M-V/def2-TZVPD, the Open Molecules 2025 dataset).

Structure (XYZ):
```
37
Properties=species:S:1:pos:R:3:lowdin_charge:R:1
O 2.824 1.625 -0.495 0.061
C 2.671 0.514 -0.021 -0.457
N 3.679 -0.142 0.614 0.059
C 5.019 0.382 0.668 -0.169
C 5.951 -0.326 -0.330 -0.262
O 7.257 0.190 -0.293 -0.064
C 1.369 -0.204 -0.049 -0.144
C 1.293 -1.605 -0.130 -0.047
C 0.079 -2.256 -0.168 -0.014
C -1.075 -1.486 -0.114 -0.198
N -2.389 -1.852 -0.126 0.133
C -3.167 -0.720 -0.069 -0.204
C -2.372 0.387 -0.022 -0.128
C -1.020 -0.069 -0.046 -0.098
C 0.217 0.564 -0.024 0.056
C -2.909 1.778 0.045 -0.140
C -4.387 1.769 -0.352 -0.196
C -5.142 0.660 0.384 -0.194
C -4.655 -0.719 -0.070 -0.128
H 3.515 -1.061 0.989 0.128
H 4.948 1.444 0.411 0.120
H 5.422 0.283 1.680 0.126
H 5.522 -0.246 -1.339 0.123
H 6.045 -1.384 -0.073 0.118
H 7.225 1.125 -0.527 0.089
H 2.198 -2.190 -0.205 0.104
H 0.027 -3.333 -0.243 0.108
H -2.736 -2.795 -0.176 0.162
H 0.299 1.639 0.016 0.125
H -2.800 2.165 1.063 0.121
H -2.341 2.435 -0.617 0.118
H -4.472 1.603 -1.428 0.118
H -4.837 2.736 -0.124 0.108
H -4.972 0.766 1.457 0.118
H -6.214 0.750 0.201 0.108
H -5.026 -0.930 -1.079 0.121
H -5.043 -1.499 0.591 0.116
```

## Properties
Orbital gap (eV): 8.6
Net charge: 0
Structure (SMILES): O=C(NCCO)c1ccc2[nH]c3c(c2c1)CCCC3



Which of them is the most stable, and which is the least stable? two and one, in that order.